P:
The following is a DFT calculation (ωB97M-V/def2-TZVPD) of a structure of composition CH3N3O.

Results
HOMO: -8.58 eV
Frontier orbital gap: 8.36 eV

```
8
Properties=species:S:1:pos:R:3:lowdin_charge:R:1
C 0.144 0.193 1.062 -0.53
N -0.467 0.501 -0.462 0.15
N 0.870 -0.818 0.638 -0.04
N 0.861 -0.675 -0.714 0.05
O -0.119 0.831 2.036 0.06
H -1.385 0.083 -0.606 0.11
H -0.417 1.451 -0.830 0.11
H 0.512 -1.565 -1.121 0.09
```

---

Q:
The following is a DFT calculation (ωB97M-V/def2-TZVPD) of a cluster of 2 separate species, CH3N3O in total.

Results
SMILES string: N#[N+][O-].C=N
HOMO: -9.89 eV
Frontier orbital gap: 10.91 eV

```
8
Properties=species:S:1:pos:R:3:lowdin_charge:R:1
N 1.525 -1.418 0.335 0.25
N 0.548 -1.832 0.046 -0.34
O -0.436 -2.194 -0.441 0.08
C -0.426 0.910 -0.387 -0.19
N 0.424 1.503 0.329 -0.01
H -1.412 0.851 0.081 0.06
H -0.270 0.234 -1.237 0.06
H 0.048 1.946 1.274 0.10
```

---

R:
The following is a DFT calculation (ωB97M-V/def2-TZVPD) of a cluster of 2 separate species, CH3N3O in total.

Results
SMILES string: N=C=N.N=O
HOMO (alpha / beta): -8.92 / -8.92 eV
Frontier orbital gap (alpha / beta): 8.47 / 8.47 eV

```
8
Properties=species:S:1:pos:R:3:lowdin_charge:R:1
N -0.436 0.217 -1.119 0.11
C -1.120 0.156 -0.144 -0.41
N -2.087 -0.163 0.474 0.18
H 0.047 1.007 -1.556 0.10
H -2.405 -0.306 1.392 0.05
N 1.816 -0.467 0.705 0.08
O 1.446 0.309 -0.195 -0.15
H 2.738 -0.753 0.443 0.04
```

---

What should be chosen as the least stable of them? Choose R.